This record from the OMol25 dataset describes the molecule C21H23N5O5S2. The level of theory is ωB97M-V/def2-TZVPD.

Each line ends with the natural charge from an NBO analysis.
CARTESIAN COORDINATES (ANGSTROEM)
C1 -1.6768 -2.8163 0.6538  -0.634
C2 -0.6802 -2.2368 1.6484  -0.090
O1 -0.9982 -0.8826 1.9730  -0.533
C3 -1.9421 -0.7046 2.9235  0.795
O2 -2.5017 -1.6246 3.4729  -0.609
C4 -2.2043 0.7003 3.2180  -0.271
C5 -1.5926 1.8147 2.6675  0.059
N1 -0.5919 1.8480 1.7188  -0.630
C6 -0.1058 3.0292 1.2655  0.663
O3 -0.5126 4.1019 1.6692  -0.594
C7 0.9672 2.9235 0.2056  -0.607
S1 0.2511 2.4014 -1.3909  0.286
C8 0.5938 0.7045 -1.2743  0.178
N2 1.0797 0.0935 -0.2220  -0.364
N3 1.2460 -1.1954 -0.5538  -0.290
C9 0.8489 -1.3619 -1.7842  0.311
C10 0.8969 -2.6547 -2.5245  -0.272
N4 2.1952 -2.8743 -3.1265  -0.590
C11 2.4677 -2.4973 -4.3985  0.631
O4 1.6323 -2.0066 -5.1401  -0.638
C12 3.8487 -2.7501 -4.8219  0.143
C13 4.4454 -2.5306 -6.0375  -0.222
C14 5.7849 -2.9504 -5.8988  -0.319
C15 5.9076 -3.3923 -4.6153  0.120
O5 4.7488 -3.2771 -3.9549  -0.398
N5 0.4245 -0.1685 -2.3053  -0.352
C16 -0.0972 0.1233 -3.6112  -0.438
S2 -2.2051 3.3109 3.2992  0.517
C17 -3.2868 2.4359 4.3213  -0.237
C18 -3.1797 1.0922 4.1749  -0.006
C19 -4.1453 0.3702 5.0540  -0.416
C20 -4.6540 1.4882 5.9922  -0.383
C21 -4.3321 2.8353 5.3041  -0.423
H1 -1.6995 -2.2128 -0.2514  0.198
H2 -2.6718 -2.8346 1.0918  0.228
H3 -1.3864 -3.8309 0.3967  0.210
H4 0.3228 -2.1930 1.2193  0.223
H5 -0.6820 -2.8283 2.5692  0.197
H6 -0.2187 0.9576 1.3912  0.468
H7 1.4015 3.9083 0.0389  0.258
H8 1.7260 2.1870 0.4646  0.275
H9 0.6908 -3.4665 -1.8243  0.238
H10 0.1585 -2.6551 -3.3304  0.242
H11 2.9494 -3.1713 -2.5279  0.416
H12 3.9704 -2.1227 -6.9053  0.244
H13 6.5494 -2.9270 -6.6473  0.236
H14 6.7409 -3.7965 -4.0745  0.209
H15 -1.1758 -0.0460 -3.6347  0.209
H16 0.3889 -0.5122 -4.3539  0.268
H17 0.0994 1.1700 -3.8401  0.223
H18 -3.6760 -0.4506 5.5936  0.229
H19 -4.9526 -0.0529 4.4521  0.212
H20 -5.7172 1.3873 6.2014  0.208
H21 -4.1179 1.4332 6.9396  0.203
H22 -3.9833 3.5881 6.0113  0.214
H23 -5.2069 3.2420 4.7889  0.206

Atoms 1-3, force components in eV/Å:
0.2 0.3 0.3
0.1 -0.6 0.0
-0.1 0.3 0.0

E = -2260.43850 Eh
energy relative to the best compared isomer or geometry (same formula, charge and spin) = 0.0 kJ/mol
frontier orbital gap = 0.29726 Ha

---

This record from the OMol25 dataset describes the ion C21H24ClFNO2 with charge +1. The level of theory is ωB97M-V/def2-TZVPD.

Each line ends with the natural charge from an NBO analysis.
CARTESIAN COORDINATES (ANGSTROEM)
O1 -1.6178 -0.5696 0.2632  -0.622
C1 -2.8389 -0.7240 0.2157  0.637
C2 -3.4601 -2.1016 0.2902  -0.522
C3 -2.5640 -3.2142 0.8538  -0.418
C4 -1.4627 -3.7071 -0.0856  -0.214
N1 -0.3022 -2.7881 -0.0939  -0.423
C5 0.4313 -2.7507 -1.3749  -0.219
C6 1.4178 -1.5883 -1.3695  -0.448
C7 2.4163 -1.6537 -0.1911  0.253
O2 3.3627 -2.6751 -0.3954  -0.704
C8 3.1733 -0.3343 -0.0972  -0.077
C9 4.5563 -0.3102 -0.2106  -0.179
C10 5.2543 0.8804 -0.1263  -0.220
C11 4.5650 2.0656 0.0741  -0.023
Cl1 5.4233 3.5566 0.1808  0.031
C12 3.1825 2.0584 0.1898  -0.246
C13 2.4949 0.8632 0.1041  -0.158
C14 1.6330 -1.8884 1.1210  -0.449
C15 0.6445 -3.0425 1.0113  -0.222
C16 -3.7281 0.4261 0.0816  -0.229
C17 -5.0975 0.3123 -0.1955  -0.124
C18 -5.8793 1.4399 -0.3193  -0.284
C19 -5.2961 2.6905 -0.1573  0.459
F1 -6.0572 3.7760 -0.2694  -0.292
C20 -3.9428 2.8371 0.1142  -0.282
C21 -3.1679 1.7048 0.2254  -0.103
H1 -4.3476 -2.0368 0.9206  0.254
H2 -3.7986 -2.3685 -0.7154  0.246
H3 -3.2082 -4.0648 1.0798  0.249
H4 -2.1308 -2.8803 1.7986  0.221
H5 -1.1257 -4.7007 0.2189  0.229
H6 -1.8569 -3.7825 -1.1015  0.221
H7 -0.7255 -1.8066 0.0707  0.484
H8 -0.2825 -2.6121 -2.1896  0.231
H9 0.9354 -3.7100 -1.5258  0.208
H10 0.8653 -0.6505 -1.3206  0.229
H11 1.9873 -1.5932 -2.2994  0.255
H12 2.9281 -3.5291 -0.4810  0.466
H13 5.0872 -1.2343 -0.3661  0.242
H14 6.3285 0.8882 -0.2157  0.237
H15 2.6520 2.9839 0.3460  0.231
H16 1.4186 0.8847 0.1977  0.197
H17 2.3518 -2.1011 1.9130  0.255
H18 1.0979 -0.9783 1.3899  0.228
H19 0.0885 -3.1369 1.9454  0.233
H20 1.1558 -3.9923 0.8264  0.208
H21 -5.5581 -0.6522 -0.3360  0.221
H22 -6.9329 1.3705 -0.5381  0.248
H23 -3.5234 3.8232 0.2318  0.248
H24 -2.1131 1.7876 0.4381  0.236

Atoms 1-3, force components in eV/Å:
0.0 0.1 0.1
-0.3 -0.2 -0.1
0.2 -0.2 0.2

charge = +1
E = -1579.72464 Eh
frontier orbital gap = 0.28906 Ha

---

This record from the OMol25 dataset describes a cluster of 2 separate species, C21H24F2NO in total. The level of theory is ωB97M-V/def2-TZVPD.

Each line ends with the natural charge from an NBO analysis.
CARTESIAN COORDINATES (ANGSTROEM)
C1 -2.4765 1.8343 -2.2680  -0.636
C2 -1.1048 1.3723 -1.8650  -0.065
C3 -0.9469 -0.0464 -1.4526  -0.618
C4 -0.0475 2.2389 -1.9758  0.020
N1 1.2998 1.8987 -1.8783  -0.471
C5 2.1769 3.0479 -1.5924  -0.246
C6 3.5482 2.5208 -1.2027  -0.073
O1 4.0825 1.7064 -2.2494  -0.517
C7 3.2467 0.5770 -2.5040  -0.074
C8 1.8418 0.9983 -2.9072  -0.240
H1 -3.2080 1.0374 -2.0897  0.208
H2 -2.8062 2.7235 -1.7138  0.226
H3 -2.5317 2.0947 -3.3373  0.229
H4 -1.9333 -0.4638 -1.2083  0.213
H5 -0.5027 -0.6903 -2.2271  0.216
H6 -0.3334 -0.1272 -0.5515  0.187
H7 -0.2345 3.3123 -2.1052  0.185
H8 2.2759 3.6758 -2.4982  0.188
H9 1.7469 3.6386 -0.7763  0.210
H10 4.2608 3.3534 -1.1079  0.208
H11 3.4593 1.9614 -0.2508  0.154
H12 3.7365 0.0569 -3.3382  0.207
H13 3.1850 -0.0829 -1.6192  0.150
H14 1.1974 0.1219 -3.0201  0.205
H15 1.9041 1.5318 -3.8744  0.188
F1 -4.2200 -4.1191 1.9775  -0.305
C9 -3.0346 -3.8760 1.3261  0.395
C10 -2.5969 -4.8046 0.3808  -0.156
C11 -1.3599 -4.5620 -0.2387  -0.206
C12 -0.6004 -3.4562 0.1017  -0.095
C13 -1.0627 -2.4946 1.0512  -0.162
C14 -0.2073 -1.3772 1.2945  0.159
C15 -0.1697 -0.5070 2.4174  -0.168
C16 0.9566 0.3680 2.5097  -0.081
C17 1.0427 1.3273 3.5042  -0.212
C18 0.0220 1.4730 4.4584  -0.144
C19 -1.0438 0.5728 4.4018  0.391
F2 -2.0456 0.6875 5.3347  -0.304
C20 -1.1314 -0.4498 3.4696  -0.176
C21 -2.3302 -2.7288 1.6589  -0.189
H16 -3.2034 -5.6704 0.1411  0.262
H17 -0.9812 -5.2739 -0.9728  0.250
H18 0.3885 -3.3031 -0.3396  0.231
H19 0.6845 -1.3391 0.6605  0.235
H20 1.7660 0.2383 1.7846  0.234
H21 1.9245 1.9664 3.5619  0.250
H22 0.0499 2.2407 5.2237  0.262
H23 -1.9216 -1.1866 3.5512  0.237
H24 -2.7622 -2.0177 2.3550  0.237

Atoms 1-3, force components in eV/Å:
-0.5 0.2 -0.1
1.5 1.5 -0.6
-0.3 -0.5 -0.1

charge = +1
E = -1143.99463 Eh
frontier orbital gap = 0.14175 Ha

---

The calculation returns the following highest occupied orbital energy values, one per record and in order: -7.633; -11.217; -10.202 eV.
The calculation returns the following max |F| values, one per record and in order: 1.317; 0.780; 2.170 eV/Å.